Entry 1:
This record from the OMol25 dataset describes 2 unconnected molecules or ions with the total composition CH6OP2. The level of theory is ωB97M-V with the def2-TZVPD basis set.

Last columns: bonded neighbours and bond lengths (Å).
Atoms and positions in Å:
1 P 1.24416 2.58865 -1.02194  P2 2.028, H3 1.539
2 P -0.61757 1.87551 -0.65131  P1 2.028, H7 1.351
3 H 1.40615 2.06051 -2.45858  P1 1.539
4 H -0.01467 -1.54381 2.16750  C6 1.092
5 O -0.97756 -1.06413 0.30606  C6 1.387, H8 1.007
6 C 0.07075 -1.54052 1.07929  H4 1.092, O5 1.387, H9 1.021, H10 1.036
7 H -1.03932 1.39297 -1.84065  P2 1.351
8 H -1.33603 -0.23792 0.75624  O5 1.007
9 H 0.90496 -1.01979 0.80358  C6 1.021
10 H 0.35912 -2.51146 0.85982  C6 1.036

**Spin multiplicity**: 1
**Total energy**: -21756.7713 eV
**Highest occupied orbital energy**: -9.65 eV
**Energy above the lowest of the compared OMol25 structures with the same formula, charge and spin**: 57.5 kcal/mol

Charge distribution, Mulliken scheme, values in e: -0.05, -0.01, 0.05, 0.27, -0.51, -0.70, 0.05, 0.29, 0.30, 0.30

=====

Entry 2:
This record from the OMol25 dataset describes 5 unconnected molecules or ions with the total composition C18H30O13S. The level of theory is ωB97M-V with the def2-TZVPD basis set.

Last columns: bonded neighbours and bond lengths (Å).
Atoms and positions in Å:
1 C -1.88514 0.24201 0.44466  O13 1.398, C40 1.625, C45 1.494, H50 1.090
2 O 1.63832 -1.59295 2.14034  C33 1.249
3 O -2.17542 -1.24301 -4.13406  C15 1.237
4 H 5.77396 -2.11821 1.69588  C48 1.090
5 C 3.81007 2.25141 1.67143  C19 1.573, H46 1.090, O56 1.380, H57 1.090
6 H -2.47826 1.62450 4.19108  C30 1.090
7 H 4.85616 -4.45540 2.22441  C8 1.090
8 C 5.14114 -3.97625 3.16106  H7 1.090, H17 1.090, C32 1.457, H44 1.090
9 H -5.62686 -3.24483 -6.88025  C11 1.090
10 C -2.04093 2.46083 0.15119  O13 1.364, O20 1.284, O34 1.253
11 C -4.85549 -2.57886 -7.26702  H9 1.090, H14 1.090, H36 1.090, C52 1.512
12 H -3.44568 1.56293 5.66423  C30 1.090
13 O -2.29703 1.25278 -0.42881  C1 1.398, C10 1.364
14 H -5.08917 -1.53597 -7.05280  C11 1.090
15 C -2.54812 -1.63724 -5.24550  O3 1.237, O21 1.398, O23 1.250
16 H 2.56165 2.12482 -0.67525  C49 1.090
17 H 4.64406 -4.61778 3.88870  C8 1.090
18 H 0.14144 -0.00019 -0.56334  C40 1.090
19 C 3.24036 3.49457 0.89364  C5 1.573, C49 1.541, O54 1.411, H61 1.090
20 O -1.37321 2.28654 1.23400  C10 1.284, C45 1.357
21 O -3.32599 -2.77970 -5.45354  C15 1.398, C52 1.394
22 H 5.28990 -2.29487 4.35120  C32 1.090
23 O -1.97680 -1.32572 -6.31225  C15 1.250, C53 1.423
24 H 2.36183 3.89940 -0.89110  C49 1.090
25 H -4.79011 0.90469 2.08201  C59 1.090
26 H -3.49073 0.28543 4.75771  C30 1.090
27 H 1.20264 3.05860 0.08844  C49 1.090
28 O 3.82322 -1.16119 1.77769  C33 1.338, C48 1.496
29 H -3.93445 2.55026 2.02704  C59 1.090
30 C -3.45699 1.36237 4.59291  H6 1.090, H12 1.090, H26 1.090, S35 1.880
31 H -1.25957 -0.91391 -1.32780  C40 1.090
32 C 4.76454 -2.59746 3.44536  C8 1.457, H22 1.090, O38 1.492, C48 1.536
33 C 2.83409 -1.73961 2.46916  O2 1.249, O28 1.338, O38 1.339
34 O -2.16960 3.58385 -0.38843  C10 1.253
35 S -5.02375 2.24070 4.03733  C30 1.880, O41 1.515, C59 1.773
36 H -4.90048 -2.75807 -8.34124  C11 1.090
37 H -1.46751 -2.81104 -7.65104  C53 1.090
38 O 3.27904 -2.47324 3.49695  C32 1.492, C33 1.339
39 H 5.55883 -0.66110 2.83253  C48 1.090
40 C -0.77282 -0.57446 -0.41350  C1 1.625, H18 1.090, H31 1.090, H55 1.090
41 O -6.05670 1.25369 4.54114  S35 1.515
42 H -3.28595 -4.00738 -6.99676  C52 1.090
43 H -2.05510 0.93165 2.44287  C45 1.090
44 H 6.19798 -4.11432 3.38939  C8 1.090
45 C -1.34176 0.98564 1.62048  C1 1.494, O20 1.357, H43 1.090, H47 1.090
46 H 3.45251 2.18315 2.69885  C5 1.090
47 H -0.34829 0.66452 1.93352  C45 1.090
48 C 5.13539 -1.55664 2.37777  H4 1.090, O28 1.496, C32 1.536, H39 1.090
49 C 2.25209 3.05870 -0.20606  H16 1.090, C19 1.541, H24 1.090, H27 1.090
50 H -2.77574 -0.26349 0.81801  C1 1.090
51 H -5.65458 2.31309 1.68464  C59 1.090
52 C -3.45368 -2.94302 -6.83216  C11 1.512, O21 1.394, H42 1.090, C53 1.477
53 C -2.32027 -2.18185 -7.39605  O23 1.423, H37 1.090, C52 1.477, H62 1.090
54 O 4.41349 4.00847 0.30099  C19 1.411, C60 1.250
55 H -0.60274 -1.46313 0.19432  C40 1.090
56 O 5.15967 2.32762 1.39458  C5 1.380, C60 1.359
57 H 3.37976 1.30724 1.33753  C5 1.090
58 O 6.64008 3.52811 0.16141  C60 1.267
59 C -4.81896 1.97303 2.29636  H25 1.090, H29 1.090, S35 1.773, H51 1.090
60 C 5.44584 3.34803 0.54461  O54 1.250, O56 1.359, O58 1.267
61 H 2.74103 4.11659 1.63650  C19 1.090
62 H -2.64121 -1.56434 -8.23497  C53 1.090

**Spin multiplicity**: 1
**Total energy**: -56601.9993 eV
**Highest occupied orbital energy**: -9.16 eV
**Energy above the lowest of the compared OMol25 structures with the same formula, charge and spin**: 79.3 kcal/mol

Charge distribution, Mulliken scheme, values in e: 0.06, -0.59, -0.61, 0.33, -0.37, 0.35, 0.32, -1.53, 0.35, 0.72, -1.32, 0.38, -0.32, 0.31, 0.65, 0.37, 0.39, 0.20, 0.51, -0.33, -0.35, 0.27, -0.28, 0.38, 0.20, 0.39, 0.22, -0.28, 0.03, -1.01, 0.35, 0.51, 0.66, -0.67, 0.45, 0.37, 0.28, -0.35, 0.29, -1.10, -0.63, 0.26, -0.64, 0.42, 0.59, 0.32, 0.30, -0.45, -1.23, 0.44, 0.45, 0.41, -0.35, -0.32, 0.36, -0.34, 0.11, -0.63, -0.53, 0.62, 0.36, 0.27

=====

Entry 3:
This record from the OMol25 dataset describes 5 unconnected molecules or ions with the total composition C20H29N5. The level of theory is ωB97M-V with the def2-TZVPD basis set.

Last columns: bonded neighbours and bond lengths (Å).
Atoms and positions in Å:
1 C 1.08740 1.22397 -4.86036  C18 1.369, H37 1.080, C51 1.438
2 H -2.52182 -1.91709 4.24239  C38 1.090
3 H 1.69257 -1.58023 -3.20616  C9 1.080
4 H -0.72016 -0.87813 3.31934  C5 1.090
5 C -0.45510 -1.55930 4.12795  H4 1.090, H15 1.090, H35 1.090, C38 1.526
6 H 4.26629 2.46868 -0.29884  C53 1.080
7 C -1.70158 -1.63594 -3.18547  N20 1.173, C52 1.491
8 H -1.91418 -1.91415 -0.52774  C23 1.090
9 C 1.44992 -0.75635 -3.86093  H3 1.080, N36 1.397, C51 1.409
10 H 0.16273 3.59715 -1.94921  C46 1.080
11 H -2.42633 -0.05286 -2.16138  C52 1.090
12 C -2.06583 3.50366 -1.50848  H14 1.080, C39 1.440, C46 1.400
13 H 2.80940 0.30091 -0.81582  C31 1.080
14 H -2.52946 4.01214 -2.34088  C12 1.080
15 H 0.47744 -2.09706 3.95682  C5 1.090
16 H -0.66795 0.00609 -2.56016  C52 1.090
17 C -0.59715 -3.89359 6.26856  C24 1.463, N34 1.148
18 C 0.39269 0.29838 -5.59226  C1 1.369, H27 1.080, N36 1.381
19 H -2.60285 -3.29872 6.29013  C24 1.090
20 N -1.83595 -2.43582 -4.03233  C7 1.173
21 H 3.61130 3.17163 2.11147  N29 1.010
22 H 1.03124 -1.09472 -1.04515  C28 1.090
23 C -1.14366 -1.20341 -0.82647  H8 1.090, C28 1.510, H49 1.090, C52 1.491
24 C -1.64476 -2.93410 5.91971  C17 1.463, H19 1.090, C38 1.477, H40 1.090
25 H 0.94573 0.09839 1.22133  C47 1.080
26 N -0.43900 2.72894 -0.14605  C41 1.349, H45 1.010, C46 1.359
27 H -0.14465 0.38437 -6.52515  C18 1.080
28 C 0.23981 -1.80733 -0.81294  H22 1.090, C23 1.510, H33 1.090, H42 1.090
29 N 3.10884 2.46707 1.59068  H21 1.010, C43 1.375, C53 1.392
30 H -1.60592 -3.35918 3.89969  C38 1.090
31 C 2.66693 0.99092 0.00270  H13 1.080, C47 1.429, C53 1.375
32 H -3.76502 2.88586 -0.17732  C39 1.080
33 H 0.44260 -2.18847 0.18792  C28 1.090
34 N 0.21448 -4.67724 6.48158  C17 1.148
35 H 0.01432 -1.11501 5.00565  C5 1.090
36 N 0.67493 -0.92159 -5.01089  C9 1.397, C18 1.381, H48 1.010
37 H 1.17749 2.27013 -5.11300  C1 1.080
38 C -1.62038 -2.46323 4.52030  H2 1.090, C5 1.526, C24 1.477, H30 1.090
39 C -2.69959 2.93446 -0.34731  C12 1.440, H32 1.080, C41 1.410
40 H -1.35686 -2.01127 6.42329  C24 1.090
41 C -1.62768 2.43037 0.41846  N26 1.349, C39 1.410, H50 1.080
42 H 0.38385 -2.62872 -1.51485  C28 1.090
43 C 2.09909 1.68859 2.10522  N29 1.375, C47 1.394, H54 1.080
44 H 2.38773 1.10246 -3.01592  C51 1.080
45 H 0.50833 2.53353 0.14460  N26 1.010
46 C -0.68801 3.31799 -1.34529  H10 1.080, C12 1.400, N26 1.359
47 C 1.76419 0.79110 1.09215  H25 1.080, C31 1.429, C43 1.394
48 H 0.46164 -1.83103 -5.39497  N36 1.010
49 H -1.29003 -0.45581 -0.04688  C23 1.090
50 H -1.59409 1.82167 1.30995  C41 1.080
51 C 1.75920 0.61358 -3.74554  C1 1.438, C9 1.409, H44 1.080
52 C -1.47896 -0.59167 -2.14419  C7 1.491, H11 1.090, H16 1.090, C23 1.491
53 C 3.50637 2.02976 0.33067  H6 1.080, N29 1.392, C31 1.375
54 H 1.80047 1.63000 3.14146  C43 1.080

**Total charge**: +1
**Spin multiplicity**: 2
**Total energy**: -28650.7866 eV
**Highest occupied orbital energy (spin up / spin down)**: -10.86 / -10.86 eV

Charge distribution, Mulliken scheme, values in e: -0.73, 0.39, 0.50, 0.01, -0.92, 0.40, -0.10, 0.38, -0.98, 0.46, 0.38, -0.43, 0.61, 0.45, 0.43, -0.22, 0.26, -0.63, 0.34, -0.55, 0.20, -0.18, 0.02, -0.58, 0.32, 0.22, 0.44, -0.88, 0.03, 0.31, -0.20, 0.45, 0.41, -0.39, 0.42, 0.05, 0.46, -0.53, -0.66, 0.26, -0.11, 0.44, -0.58, 0.60, 0.30, -0.21, -0.24, 0.27, -0.08, 0.49, 0.06, 0.43, -0.97, 0.40